{"formula": "C3H6I2N4", "method": "ωB97M-V with the def2-TZVPD basis set", "gap_ev": [5.127, 8.565], "e_homo_ev": [-8.159, -9.613], "e_above_lowest_kcal_mol": 2.7, "spin_multiplicity": 1, "total_charge": 0, "elements": ["C", "C", "C", "N", "N", "N", "N", "I", "I", "H", "H", "H", "H", "H", "H"], "xyz": [[-0.58809, 0.51423, 0.65795], [1.76622, 0.35533, -0.39353], [-1.48012, 0.43420, -0.58660], [-1.16121, -0.32982, 1.56609], [-0.37312, -1.26118, 1.80684], [0.69868, -0.04921, 0.47084], [0.79230, -1.13613, 1.17236], [-3.34859, 1.58533, -0.12518], [1.00957, -3.58165, -1.19048], [-0.43098, 1.58523, 0.94641], [2.68741, -0.18589, -0.19327], [1.51278, 0.20602, -1.47017], [1.97941, 1.36207, -0.32279], [-1.87564, -0.64668, -0.88471], [-1.18861, 1.14815, -1.45376]]}

---

{"formula": "C3H9NO2S", "method": "ωB97M-V with the def2-TZVPD basis set", "smiles": "N[C@@H](C=O)CS.O", "gap_ev": 9.526, "e_homo_ev": -9.197, "e_above_lowest_kcal_mol": 78.8, "spin_multiplicity": 1, "total_charge": 0, "elements": ["O", "C", "C", "C", "S", "N", "H", "H", "H", "H", "H", "H", "H", "H", "H", "O"], "xyz": [[-1.63241, -1.82857, 0.15412], [-0.93563, -0.79413, 0.33142], [0.14549, -0.34155, -0.54033], [0.04133, -1.41632, -1.70330], [1.23175, -0.88356, -2.91940], [-0.33417, 0.92269, -1.00400], [-1.00719, -0.26489, 1.25613], [1.34100, -0.38191, -0.34149], [-1.09393, -1.52396, -2.00889], [0.46680, -2.46666, -1.49109], [0.61359, -0.91870, -4.12847], [-0.21924, 1.70250, -0.40532], [0.24609, 1.09947, -1.74433], [-0.19990, 2.00445, 4.49330], [0.85159, 2.97218, 4.90630], [0.48485, 2.11896, 5.14534]]}

---

{"formula": "C49H55IrN4O2P2Si", "method": "ωB97M-V with the def2-TZVPD basis set", "gap_ev": [7.139, 4.801], "e_homo_ev": [-14.672, -15.638], "spin_multiplicity": 6, "total_charge": 3, "elements": ["Ir", "O", "N", "C", "C", "C", "C", "C", "C", "C", "P", "C", "C", "C", "C", "C", "C", "C", "C", "C", "C", "C", "C", "H", "H", "H", "H", "H", "H", "H", "H", "H", "H", "H", "H", "H", "H", "H", "H", "C", "C", "C", "C", "C", "C", "Si", "C", "C", "C", "C", "C", "C", "C", "C", "C", "C", "C", "C", "H", "H", "H", "H", "H", "H", "H", "H", "H", "H", "H", "H", "H", "H", "H", "O", "P", "N", "C", "C", "C", "C", "N", "C", "C", "C", "C", "N", "C", "C", "C", "C", "H", "H", "H", "H", "H", "H", "H", "H", "H", "H", "H", "H", "H", "H", "H", "H", "H", "H", "H", "H", "H", "H", "H", "H"], "xyz": [[0.35255, -0.44904, -0.08939], [1.46762, -1.44788, 2.61906], [0.30836, -1.51124, 1.86509], [-0.43235, -2.48088, 2.24723], [-1.75384, -2.81266, 1.70384], [-2.65138, -3.29757, 2.65315], [-3.97424, -3.55185, 2.31515], [-4.40006, -3.33393, 1.01788], [-3.49990, -2.89865, 0.04853], [-2.17062, -2.64974, 0.36775], [-0.99355, -2.22051, -0.94238], [0.05238, -3.64473, -1.25978], [0.84033, -3.59063, -2.41429], [1.68244, -4.64493, -2.72007], [1.74335, -5.75193, -1.88125], [0.95590, -5.81112, -0.73956], [0.10541, -4.76014, -0.42567], [-1.88613, -1.91878, -2.46965], [-2.44087, -2.99290, -3.17305], [-3.06988, -2.77118, -4.38566], [-3.12908, -1.48489, -4.91318], [-2.56689, -0.41968, -4.22566], [-1.94969, -0.63494, -3.00101], [1.81882, -0.55728, 2.48884], [-0.08481, -3.03533, 3.11715], [-2.31564, -3.46400, 3.66951], [-4.66043, -3.92578, 3.06252], [-5.42802, -3.52811, 0.74228], [-3.84108, -2.77306, -0.97025], [0.79199, -2.73251, -3.07650], [2.28822, -4.60582, -3.61549], [2.39636, -6.57864, -2.12737], [0.99067, -6.68326, -0.10074], [-0.52211, -4.83261, 0.45251], [-2.36090, -4.00236, -2.78628], [-3.50024, -3.60058, -4.93005], [-3.60816, -1.31802, -5.86870], [-2.60056, 0.57532, -4.65188], [-1.50609, 0.19394, -2.46283], [4.31361, 4.24378, 0.33454], [4.17905, 3.84524, -0.98776], [3.65164, 2.59438, -1.28873], [3.25756, 1.72210, -0.26820], [3.38310, 2.15365, 1.06038], [3.91293, 3.39690, 1.36467], [2.71455, -0.01218, -0.64172], [3.76557, -1.25535, 0.22281], [3.43667, -2.62223, 0.22831], [4.23688, -3.55088, 0.86749], [5.38836, -3.13562, 1.52641], [5.73579, -1.79206, 1.53697], [4.92879, -0.86009, 0.90330], [2.49075, -0.34552, -2.45085], [3.33831, -1.25849, -3.09860], [3.23121, -1.46074, -4.46462], [2.26046, -0.78825, -5.19988], [1.40132, 0.10747, -4.57475], [1.52007, 0.32529, -3.21204], [4.75091, 5.20663, 0.56611], [4.50806, 4.49867, -1.78513], [3.57982, 2.28565, -2.32526], [3.11712, 1.48544, 1.87532], [4.04661, 3.69746, 2.39584], [2.55666, -2.96974, -0.30048], [3.97353, -4.60040, 0.85058], [6.01900, -3.85973, 2.02488], [6.64155, -1.47402, 2.03558], [5.22524, 0.18115, 0.91344], [4.08725, -1.79771, -2.53187], [3.90925, -2.13995, -4.96483], [2.18106, -0.95801, -6.26560], [0.65574, 0.63476, -5.15514], [0.86180, 1.04424, -2.72956], [-1.03191, 1.23722, -0.16399], [-1.86425, 2.32509, 0.46347], [-3.30818, 2.55836, -0.19066], [-4.59612, 2.31315, 0.52210], [-5.14455, 1.09346, -0.19721], [-4.78688, 1.34895, -1.66740], [-3.56724, 2.29780, -1.63964], [-1.93258, 2.38854, 2.06625], [-1.96739, 1.11694, 2.85401], [-1.69135, 1.55355, 4.29816], [-1.96216, 3.05732, 4.32131], [-1.54553, 3.53260, 2.93720], [-0.99953, 3.82263, 0.00071], [-1.66304, 5.08620, -0.25712], [-0.53364, 6.10981, -0.29423], [0.63789, 5.28620, -0.82987], [0.43528, 3.93381, -0.15003], [-5.23390, 3.18470, 0.36471], [-4.43335, 2.19606, 1.58967], [-6.21570, 0.97892, -0.04429], [-4.64794, 0.19190, 0.17222], [-5.61285, 1.82996, -2.18830], [-4.56075, 0.42332, -2.19273], [-3.79371, 3.24514, -2.12932], [-2.68138, 1.87043, -2.10902], [-1.21395, 0.42013, 2.49120], [-2.94391, 0.64083, 2.74212], [-0.65915, 1.33611, 4.57465], [-2.33856, 1.02260, 4.99287], [-1.40501, 3.57158, 5.10117], [-3.02263, 3.25375, 4.47975], [-0.46630, 3.70522, 2.89473], [-2.06506, 4.44233, 2.63881], [-2.46938, 5.23640, 0.46494], [-2.16095, 4.97567, -1.23524], [-0.33381, 6.46621, 0.71818], [-0.78161, 6.96814, -0.91258], [1.61298, 5.70948, -0.60787], [0.56172, 5.15632, -1.91113], [0.85451, 3.92454, 0.87162], [0.83644, 3.04913, -0.65146]]}